# 1
C56H104O16 | ωB97M-V with the def2-TZVPD basis set

Geometry as XYZ:
```
176
Properties=species:S:1:pos:R:3
C -4.89 -0.87 -7.38
C -6.08 -0.33 -7.78
C -7.26 -1.11 -7.81
C -7.16 -2.48 -7.49
C -5.94 -3.02 -7.13
C -4.82 -2.24 -7.09
H -4.01 -0.25 -7.36
H -6.05 0.74 -7.98
H -8.16 -0.61 -8.12
H -7.95 -3.21 -7.50
H -5.75 -4.08 -7.05
H -3.84 -2.68 -6.97
C -8.42 -0.91 0.78
C -8.99 -0.95 -0.50
C -8.16 -1.05 -1.61
C -6.77 -0.91 -1.47
C -6.29 -0.94 -0.18
C -7.07 -0.86 0.93
H -9.16 -0.80 1.56
H -10.06 -0.99 -0.62
H -8.47 -1.08 -2.65
H -6.09 -0.86 -2.31
H -5.22 -0.97 -0.05
H -6.73 -0.88 1.95
C 7.17 -1.63 -4.51
C 6.07 -2.28 -4.03
C 5.00 -1.63 -3.43
C 4.97 -0.27 -3.42
C 5.99 0.43 -3.99
C 7.09 -0.26 -4.51
H 7.96 -2.22 -4.95
H 6.08 -3.35 -4.15
H 4.16 -2.10 -2.93
H 4.18 0.21 -2.87
H 6.04 1.51 -3.99
H 7.93 0.28 -4.91
C -0.75 -0.32 -1.78
C -1.12 1.00 -1.62
C -1.13 1.59 -0.39
C -0.59 0.93 0.73
C -0.10 -0.39 0.60
C -0.24 -1.00 -0.67
H -0.71 -0.84 -2.72
H -1.48 1.57 -2.47
H -1.48 2.60 -0.21
H -0.63 1.33 1.73
H 0.27 -0.88 1.49
H 0.03 -2.04 -0.61
C -1.54 1.64 5.91
O -0.85 2.88 6.20
C 0.41 2.79 6.77
C 1.48 3.80 6.18
O 1.48 3.53 4.80
C 2.39 4.41 4.02
H -0.94 0.90 5.39
H -2.40 1.96 5.33
H -1.98 1.24 6.83
H 0.82 1.78 6.79
H 0.17 3.03 7.81
H 2.44 3.64 6.67
H 1.07 4.76 6.48
H 3.38 4.26 4.45
H 2.10 5.45 4.19
H 2.29 4.20 2.96
C -6.33 6.44 0.15
O -5.49 5.68 -0.77
C -6.21 4.56 -1.26
C -6.97 4.75 -2.65
O -6.07 4.63 -3.81
C -4.96 5.52 -3.80
H -7.19 7.00 -0.22
H -5.66 7.15 0.62
H -6.75 5.89 1.00
H -6.91 4.11 -0.57
H -5.46 3.82 -1.54
H -7.44 5.73 -2.73
H -7.72 3.98 -2.81
H -4.43 5.66 -2.86
H -5.37 6.52 -3.93
H -4.20 5.26 -4.54
C 3.54 5.85 -4.24
O 2.14 5.84 -4.58
C 1.66 4.61 -5.09
C 1.98 4.14 -6.50
O 1.18 2.97 -6.78
C 1.40 2.39 -8.04
H 3.63 5.22 -3.36
H 3.94 6.85 -4.14
H 4.10 5.33 -5.02
H 0.59 4.52 -4.89
H 2.03 3.80 -4.46
H 3.03 3.86 -6.59
H 1.68 4.89 -7.22
H 2.38 1.92 -8.06
H 1.18 3.08 -8.86
H 0.83 1.47 -8.14
C -0.18 -0.87 12.65
O -0.62 -2.07 11.94
C 0.07 -2.22 10.70
C -0.65 -3.17 9.74
O -0.30 -2.85 8.44
C -1.01 -3.66 7.48
H -0.69 -0.79 13.62
H -0.51 0.05 12.16
H 0.88 -0.95 12.87
H 1.05 -2.69 10.76
H 0.14 -1.27 10.17
H -1.73 -3.02 9.81
H -0.38 -4.20 9.98
H -0.63 -3.50 6.47
H -2.06 -3.36 7.43
H -0.94 -4.73 7.62
C 0.12 9.05 1.16
O -0.25 8.62 2.45
C -1.14 7.47 2.46
C -1.63 7.21 3.88
O -2.57 8.17 4.28
C -3.13 7.97 5.60
H 0.78 9.92 1.09
H -0.75 9.26 0.53
H 0.69 8.25 0.69
H -0.56 6.63 2.08
H -2.00 7.59 1.80
H -0.76 7.12 4.54
H -2.18 6.27 3.93
H -3.69 8.85 5.93
H -2.39 7.83 6.39
H -3.74 7.07 5.67
C 7.91 -8.55 -0.70
O 6.70 -7.74 -0.74
C 5.93 -7.94 0.49
C 4.65 -7.07 0.41
O 4.01 -7.16 1.64
C 2.60 -7.03 1.56
H 8.48 -8.47 0.23
H 8.57 -8.45 -1.55
H 7.68 -9.61 -0.81
H 6.44 -7.67 1.41
H 5.70 -8.96 0.79
H 4.09 -7.47 -0.43
H 4.90 -6.01 0.27
H 2.07 -6.97 2.51
H 2.13 -7.85 1.02
H 2.36 -6.13 1.00
C 0.76 -6.26 -4.90
O 0.24 -6.24 -3.59
C -1.16 -6.31 -3.37
C -1.83 -7.68 -3.69
O -1.79 -7.88 -5.06
C -2.34 -9.16 -5.47
H 0.52 -5.35 -5.45
H 0.43 -7.09 -5.52
H 1.85 -6.29 -4.92
H -1.61 -5.55 -4.02
H -1.34 -6.04 -2.33
H -2.84 -7.75 -3.27
H -1.32 -8.51 -3.22
H -3.42 -9.20 -5.58
H -2.04 -9.86 -4.70
H -1.99 -9.41 -6.48
C 5.17 -1.38 3.50
O 6.25 -0.43 3.47
C 6.28 0.21 2.22
C 7.40 -0.40 1.30
O 8.66 -0.06 1.82
C 9.74 -0.80 1.22
H 5.15 -2.13 2.71
H 4.23 -0.83 3.47
H 5.11 -2.09 4.33
H 6.59 1.24 2.40
H 5.35 0.22 1.65
H 7.30 0.05 0.32
H 7.19 -1.46 1.15
H 10.71 -0.42 1.55
H 9.72 -0.70 0.14
H 9.69 -1.89 1.28
```

Calculated values
Energy above the lowest of the compared OMol25 structures with the same formula, charge and spin in kcal per mole: 36.1
Lowest unoccupied orbital energy in eV: 0.154
Strongest force on any atom in eV/A: 2.79

Here are the Löwdin charges for atoms 1 to 5, given in e: number 1, C, carries -0.104; number 2, C, carries -0.100; number 3, C, carries -0.069; number 4, C, carries -0.096; number 5, C, carries -0.119



# 2
C56H114F6HgN7O10S2 | ωB97M-V with the def2-TZVPD basis set

Geometry as XYZ:
```
196
Properties=species:S:1:pos:R:3
Hg -3.06 0.88 -1.37
C -0.12 2.40 0.98
F -1.03 3.29 0.83
F 1.07 2.94 1.06
F -0.46 1.78 2.10
S -0.16 1.22 -0.60
O -0.83 2.04 -1.60
O 1.18 0.81 -0.96
N -1.41 0.07 -0.13
S -0.50 -1.13 0.25
O -0.10 -1.79 -0.94
O 0.52 -0.87 1.26
C -1.79 -2.33 1.05
F -2.88 -2.43 0.30
F -1.34 -3.56 1.23
F -2.23 -1.83 2.20
C -0.32 -3.54 -3.99
C -0.57 -5.06 -3.57
C -1.39 -5.73 -4.61
C -1.52 -7.23 -4.54
C -0.15 -7.94 -4.41
C 0.75 -7.32 -3.23
N 0.70 -5.87 -3.36
O 1.71 -5.26 -2.64
C 0.35 -7.96 -1.86
C 2.17 -7.94 -3.52
C -1.49 -4.99 -2.20
H 0.29 -3.16 -3.17
H -1.20 -2.90 -3.91
H 0.10 -3.45 -4.99
H -2.39 -5.31 -4.66
H -1.13 -5.47 -5.63
H -1.92 -7.68 -5.45
H -2.22 -7.45 -3.74
H 0.35 -8.04 -5.37
H -0.51 -8.94 -4.20
H -0.71 -7.77 -1.70
H 0.48 -9.04 -1.73
H 0.97 -7.63 -1.03
H 2.51 -7.62 -4.50
H 3.00 -7.66 -2.87
H 2.06 -9.02 -3.58
H -1.45 -4.11 -1.56
H -1.41 -5.86 -1.56
H -2.54 -4.98 -2.48
H 1.44 -5.42 -1.74
C -4.24 1.50 1.61
C -4.72 2.79 0.98
C -3.97 3.90 1.81
C -4.00 5.20 0.99
C -3.49 4.98 -0.45
C -4.36 3.98 -1.28
N -4.46 2.74 -0.46
O -5.18 1.78 -1.07
C -5.76 4.59 -1.61
C -3.60 3.73 -2.46
C -6.29 2.93 1.32
H -4.37 1.50 2.69
H -3.26 1.16 1.26
H -4.83 0.61 1.36
H -4.48 4.30 2.69
H -3.00 3.53 2.14
H -3.40 6.01 1.41
H -5.07 5.44 1.04
H -2.42 4.78 -0.37
H -3.62 5.96 -0.90
H -6.11 5.25 -0.81
H -5.72 5.23 -2.49
H -6.62 3.94 -1.77
H -4.19 2.96 -2.96
H -3.62 4.54 -3.20
H -2.57 3.39 -2.33
H -6.51 2.87 2.38
H -6.83 2.16 0.77
H -6.74 3.86 0.98
H -6.08 2.12 -1.03
C -4.99 -3.87 5.52
C -4.49 -2.71 6.38
C -3.52 -3.16 7.42
C -2.74 -2.02 8.06
C -2.07 -1.16 6.93
C -3.02 -0.67 5.91
N -3.85 -1.80 5.36
O -4.78 -1.30 4.44
C -3.73 0.55 6.43
C -2.07 -0.23 4.68
C -5.68 -2.11 7.10
H -4.36 -4.15 4.67
H -5.97 -3.73 5.08
H -5.12 -4.75 6.15
H -4.04 -3.58 8.28
H -2.80 -3.89 7.05
H -1.86 -2.36 8.60
H -3.37 -1.47 8.76
H -1.32 -1.83 6.52
H -1.54 -0.33 7.40
H -4.80 0.47 6.25
H -3.62 0.74 7.50
H -3.50 1.44 5.84
H -1.35 -0.94 4.27
H -2.66 0.05 3.81
H -1.45 0.63 4.92
H -6.30 -1.46 6.47
H -5.40 -1.44 7.91
H -6.34 -2.81 7.62
H -4.65 -1.94 3.74
C 4.40 -4.28 -5.37
C 5.32 -3.20 -4.81
C 6.03 -2.43 -5.95
C 5.15 -1.36 -6.65
C 4.42 -0.50 -5.63
C 3.66 -1.26 -4.52
N 4.64 -2.23 -3.90
O 4.07 -2.84 -2.74
C 3.34 -0.21 -3.52
C 2.38 -1.78 -5.07
C 6.44 -4.00 -4.06
H 3.94 -3.97 -6.30
H 4.79 -5.26 -5.63
H 3.64 -4.48 -4.62
H 6.93 -1.87 -5.70
H 6.45 -3.19 -6.61
H 5.84 -0.89 -7.35
H 4.53 -1.98 -7.30
H 3.68 0.13 -6.13
H 5.22 0.09 -5.17
H 2.74 -0.65 -2.72
H 2.76 0.61 -3.95
H 4.15 0.23 -2.94
H 2.03 -2.70 -4.61
H 2.54 -2.20 -6.06
H 1.57 -1.06 -5.18
H 6.77 -4.87 -4.62
H 7.29 -3.34 -3.90
H 6.16 -4.44 -3.10
H 3.47 -3.44 -3.18
C 4.02 0.70 5.08
C 2.55 1.08 5.07
C 1.67 -0.07 5.66
C 1.77 -0.20 7.22
C 1.40 1.12 7.87
C 2.15 2.32 7.34
N 2.24 2.31 5.86
O 2.77 3.42 5.28
C 1.27 3.47 7.74
C 3.53 2.34 7.98
C 2.19 1.28 3.63
H 4.31 0.00 4.29
H 4.36 0.22 6.00
H 4.62 1.60 5.02
H 0.61 0.08 5.48
H 1.79 -1.11 5.35
H 2.76 -0.63 7.38
H 1.06 -0.95 7.56
H 1.58 1.03 8.94
H 0.32 1.26 7.77
H 0.77 3.45 8.71
H 1.94 4.33 7.71
H 0.50 3.80 7.04
H 3.40 2.40 9.06
H 4.10 1.42 7.85
H 4.10 3.17 7.56
H 2.85 1.94 3.07
H 1.19 1.71 3.56
H 2.12 0.30 3.15
H 1.96 3.64 4.81
C 3.53 5.06 -2.07
C 2.93 4.64 -3.50
C 1.76 3.74 -3.26
C 0.84 3.58 -4.44
C 0.39 4.90 -5.04
C 1.46 5.95 -5.27
N 2.36 5.97 -4.05
O 3.29 6.96 -4.05
C 2.10 5.46 -6.60
C 0.74 7.32 -5.45
C 4.02 3.96 -4.45
H 3.71 4.27 -1.35
H 2.86 5.74 -1.54
H 4.45 5.63 -2.22
H 2.27 2.86 -2.87
H 1.07 4.10 -2.50
H -0.01 2.97 -4.15
H 1.36 3.02 -5.22
H -0.51 5.21 -4.52
H -0.02 4.64 -6.02
H 2.64 4.52 -6.49
H 1.38 5.44 -7.43
H 2.98 6.05 -6.85
H 0.00 7.47 -4.66
H 1.30 8.26 -5.56
H 0.17 7.24 -6.37
H 4.48 4.61 -5.20
H 3.68 3.19 -5.14
H 4.84 3.52 -3.89
H 3.78 6.57 -4.77
```

Calculated values
⟨S²⟩: 0.754
Lowest unoccupied orbital energy in eV: -8.439
Net charge: +2
Multiplicity: 2
Strongest force on any atom in eV/A: 7.04

Here are the Löwdin charges for atoms 1 to 5, given in e: number 1, Hg, carries 1.405; number 2, C, carries -0.673; number 3, F, carries 0.182; number 4, F, carries 0.193; number 5, F, carries 0.130



| no. | HOMO-LUMO gap (eV) |
| --- | --- |
| 1 | 9.39 |
| 2 | 2.49 |